# 1
Here is a structure of composition C27H46N4NiO2Se2 from OMol25. Energies are from the ωB97M-V functional and the def2-TZVPD basis.

Element x y z (Å)
C -2.13 -1.08 -1.50
H -1.41 3.70 -3.60
C 1.62 -0.95 -2.61
H -3.14 4.41 -4.87
C -1.25 2.74 5.14
Ni -0.25 0.45 0.27
C -2.48 1.85 -3.89
C -0.94 2.27 -2.11
N -1.10 1.05 -1.60
H -5.34 2.49 -5.68
O 0.53 4.36 3.60
C 1.86 -2.71 -0.75
C -3.72 -4.77 -3.09
H -3.76 -3.95 -3.81
C -5.55 -3.72 -1.72
C -1.59 2.70 -3.24
H 2.35 -1.35 0.72
H -1.06 -2.34 1.29
H -5.85 -3.38 -0.73
C -0.54 3.68 2.93
H 3.07 0.62 -2.74
H 0.59 -1.08 -2.26
H -2.99 2.36 3.37
C 0.32 1.43 3.74
H -1.43 4.32 2.90
H -1.84 3.74 -5.87
H -4.40 -5.55 -3.44
H -3.51 1.53 -7.17
Se -2.27 1.53 1.16
H -5.00 2.90 -4.00
Se 1.28 1.00 2.08
C -2.99 -2.07 -1.94
H 3.44 -1.50 -1.55
H -3.48 3.88 -6.51
H -2.08 3.47 5.12
N 1.52 -1.77 0.31
C -2.45 -3.33 -0.01
H -0.02 0.50 4.18
H 1.42 1.14 -3.05
N 1.84 0.95 -1.02
C 2.52 -1.98 -1.91
H -6.26 -4.47 -2.06
H 1.99 1.95 -0.94
C -4.14 -5.53 -0.76
C -3.26 2.24 -5.14
H -5.61 -2.87 -2.41
O -0.20 3.21 5.97
H 1.09 1.84 4.39
C -1.96 0.22 -2.19
H -2.26 0.78 3.58
H -3.25 0.23 -6.00
H -0.26 2.92 -1.56
C -1.60 -2.31 0.36
H -0.25 3.43 1.91
H 0.28 3.86 5.45
H -4.48 -5.28 0.24
H 0.92 -3.16 -1.10
H -3.15 -5.99 -0.69
N -1.42 -1.21 -0.37
H -5.08 1.21 -4.50
C -4.13 -4.31 -1.68
H -3.54 -1.93 -2.86
C -2.96 1.25 -6.27
H 2.50 0.52 -0.39
H -3.34 -0.11 -3.79
H 0.84 5.08 3.04
H 1.61 -1.14 -3.68
C -2.90 3.65 -5.62
H 1.05 -2.22 1.09
H -2.54 -4.19 0.64
C -2.65 0.58 -3.34
H 2.86 -2.73 -2.63
C -3.17 -3.24 -1.20
H 2.50 -3.53 -0.42
C -0.86 2.40 3.69
C -4.76 2.21 -4.81
C 2.03 0.50 -2.40
H -1.64 1.83 5.62
H -4.82 -6.28 -1.16
H -1.89 1.24 -6.51
H -2.71 -5.17 -3.09
C -2.13 1.75 3.10

Values from the calculation:
LUMO level (spin up / spin down): -0.27 / -0.27 eV
HOMO (spin up / spin down): -6.07 / -6.41 eV
Charge: 0
Total energy: -210538.5706 eV
Multiplicity: 3
ΔE to the lowest compared entry with this formula, charge and spin: 0.00 kJ/mol

=====

# 2
Here is an isolated molecule of C5H8O from OMol25. Energies are from the ωB97M-V functional and the def2-TZVPD basis.

Element x y z (Å)
C 0.72 -0.90 -1.12
H 1.61 -0.67 0.84
C -1.14 0.90 0.03
H 1.18 -1.84 -1.45
H -1.04 -0.37 1.69
C -0.35 0.17 1.04
H -0.27 -0.83 -1.59
H 0.33 -1.86 0.76
O 0.31 1.08 1.91
H 1.32 -0.08 -1.52
C -1.76 1.51 -0.80
H -2.31 2.03 -1.55
C 0.63 -0.87 0.40
H 0.78 1.73 1.37

Values from the calculation:
LUMO level: 0.98 eV
HOMO: -10.16 eV
Charge: 0
SMILES: C#C[C@H](O)CC
Total energy: -7359.9171 eV
ΔE to the lowest compared entry with this formula, charge and spin: 225.60 kJ/mol

=====

# 3
Here is an isolated molecule of C5H2O at a distorted geometry from OMol25. Energies are from the ωB97M-V functional and the def2-TZVPD basis.

Element x y z (Å)
C 0.02 -0.27 0.00
C 1.18 0.76 -0.07
C -1.44 0.20 0.06
H 0.95 1.76 -0.72
C -0.22 -1.52 0.08
H -0.50 -2.52 0.18
O 2.34 0.57 0.24
C -2.33 1.03 0.22

Values from the calculation:
LUMO level (spin up / spin down): -2.13 / -2.13 eV
HOMO (spin up / spin down): -9.87 / -9.87 eV
Charge: 0
Total energy: -7255.7145 eV
ΔE to the lowest compared entry with this formula, charge and spin: 462.52 kJ/mol

=====

# 4
Here is a cluster of 3 separate species, C31H60BN4O5 in total at a distorted geometry from OMol25. Energies are from the ωB97M-V functional and the def2-TZVPD basis.

Element x y z (Å)
H 5.08 -2.58 -2.95
C 5.35 -3.07 0.48
H 7.74 -2.01 -4.37
C 1.46 -3.69 -2.94
H 1.24 -5.38 -1.61
H -5.00 1.55 5.38
H -0.33 0.00 2.94
B -3.27 1.44 4.14
H -1.08 -2.69 2.28
H 5.66 -1.40 -0.83
C 5.39 -3.15 -2.07
H 1.18 -3.68 -5.06
H -5.06 0.98 -1.76
H 8.86 -2.87 -2.31
C -1.76 5.56 -2.30
H -0.29 -4.04 -4.18
H 7.82 -1.88 -1.31
C 1.53 3.05 2.62
H -2.26 2.07 5.66
H 1.77 3.09 3.67
C 0.97 -4.32 -1.63
C -3.26 2.04 -0.38
H -5.94 -0.82 4.60
H 4.76 -4.05 -2.05
C -3.44 3.42 2.56
H -0.48 -2.24 -0.45
C 7.86 -2.44 -2.25
H -2.07 -2.70 -1.05
H 1.32 -2.61 -2.90
H 1.69 0.88 2.89
H 0.39 -2.07 2.22
H -4.11 -0.42 -2.31
H 6.69 -0.99 -3.38
O -3.15 0.77 -0.99
H 7.11 -4.28 -1.42
C -3.37 1.88 2.60
H -3.65 3.76 3.57
C 0.79 -4.23 -4.21
H 0.37 3.12 0.44
H 0.62 -6.33 -3.63
O -2.25 4.01 2.22
H -4.21 2.08 0.14
H -3.69 7.47 -0.36
C -1.47 4.62 -1.34
C -5.25 4.78 2.24
C -5.42 -0.06 4.03
C -2.59 6.59 -1.92
H -1.38 1.73 2.37
O -4.55 3.82 1.73
O 0.18 3.46 2.49
H 8.43 -0.70 -3.41
H -4.90 -0.50 3.19
H -0.83 -2.19 -2.19
H -1.36 5.53 -3.30
H -1.10 -4.70 -2.17
C -2.07 2.23 0.52
H -3.71 1.18 -2.93
H 2.54 -3.85 -3.01
C -0.16 3.74 1.15
H 1.24 1.36 1.26
C 5.09 -2.33 -0.82
C -1.09 -0.69 2.58
C 1.83 1.63 2.13
H 6.94 -4.16 -3.15
H -6.17 0.62 3.65
H 5.09 -2.45 1.34
N -5.98 5.58 2.67
C -4.44 0.73 4.92
H -1.66 -0.98 3.47
H -2.86 7.37 -2.62
C 1.04 -5.72 -4.43
C -2.04 4.74 -0.10
H -1.77 -0.27 0.62
H -0.77 -4.72 -0.45
H 2.22 3.74 2.13
H -3.32 2.80 -1.17
H 4.76 -3.99 0.54
C -4.07 0.63 -2.07
C -3.07 6.63 -0.65
H 1.51 -3.85 -0.80
N -2.84 5.72 0.30
H -3.98 0.13 5.69
H 2.86 1.60 1.80
H -1.22 1.79 0.00
O -2.09 1.73 4.78
C -1.71 3.67 0.95
H 0.57 -6.05 -5.36
C 7.66 -1.48 -3.42
H -4.28 1.52 2.15
H 4.03 -2.03 -0.85
N -0.56 -1.89 1.95
H 2.11 -5.93 -4.50
C -1.00 -2.74 -1.26
H -0.81 3.80 -1.56
C -2.09 -0.04 1.63
C 6.85 -3.59 -2.22
N -2.18 1.45 1.80
H 0.13 4.77 0.94
C -0.54 -4.19 -1.38
H 6.40 -3.35 0.59
H -3.09 -0.46 1.74

Values from the calculation:
LUMO level: -2.31 eV
HOMO: -12.38 eV
Charge: +1
Total energy: -49987.5259 eV
ΔE to the lowest compared entry with this formula, charge and spin: 69.49 kJ/mol